The following is a quantum chemistry calculation of C42H40MnN2O6P2 as an isolated structure in a non-equilibrium geometry, from OMol25.

Values from the calculation:
- 2S+1: 6
- Total charge: 0
- ΔE to the lowest compared entry with this formula, charge and spin: 0.0 kcal/mol
- Kohn-Sham gap (alpha / beta): 5.8 / 5.8 eV
- Electronic energy: -109356.9558 eV

Last column: Mulliken charge in e.
Element x y z (Å)
Mn: 1.8696 -0.9651 -1.9781  0.621
P: 1.5747 0.4763 -8.3272  0.298
P: -0.0270 -1.6949 -7.9680  0.334
O: 2.4188 0.2264 -0.1116  -0.872
O: -0.9791 -2.7026 4.2072  -0.590
O: 2.0663 2.3075 6.0448  -0.582
O: 0.6798 -1.1539 -0.0994  -0.848
O: -0.5307 -1.7089 6.1071  -0.592
O: 2.8787 3.1563 4.1999  -0.586
N: -0.4336 -1.7914 4.8651  1.007
N: 2.2477 2.2709 4.8068  0.984
C: -1.4653 2.7866 -1.8520  -0.560
C: -2.0247 -3.0828 -6.5406  -0.587
C: -1.0490 -4.7885 -11.3194  -0.460
C: 3.5276 1.3980 -12.4890  -0.481
C: 3.4778 -2.4734 -1.9398  -1.063
C: 2.4128 0.8417 -9.9519  0.288
C: 1.8681 0.9858 2.6918  -0.517
C: 1.6792 1.1499 4.0907  -0.165
C: 2.7277 0.2672 -12.2959  -0.594
C: 0.9524 0.2269 4.8347  -0.122
C: 0.3277 -4.0306 -9.4627  -0.494
C: -3.3886 1.1404 -2.3652  -1.162
C: -2.3590 -2.8707 -4.1625  -0.864
C: 2.1866 -0.0232 -11.0398  -0.277
C: 3.1222 2.1173 -6.7252  -0.400
C: 0.9159 3.0296 -7.1881  -0.163
C: 0.0592 -4.9548 -10.4740  -0.603
C: 3.2175 1.9707 -10.1446  -0.407
C: -2.1487 1.9160 -2.8717  -0.048
C: 3.7721 2.2441 -11.4011  -0.621
C: 1.2356 4.1763 -6.4577  -0.707
C: 0.5335 -1.0111 2.7578  -0.289
C: 1.4687 -0.3454 0.5172  1.246
C: -0.9816 -2.1491 -6.4745  0.438
C: -2.7036 -3.4451 -5.3798  -0.726
C: -0.5190 -2.9177 -9.2772  0.569
C: 3.4436 3.2533 -5.9816  -0.680
C: -1.6352 -2.7596 -10.1180  -0.046
C: -2.7286 -0.0570 -0.1993  -0.216
C: 0.3546 -0.8296 4.1442  -0.213
C: -2.7795 1.0656 0.8009  -0.323
C: 2.4932 4.2803 -5.8600  -0.444
C: 1.3031 -0.1155 2.0176  0.004
C: -0.9623 -0.2391 -8.5591  -0.502
C: -0.6611 -1.5468 -5.2463  -0.224
C: -0.1154 0.7835 -8.8898  -0.841
C: -1.9011 -3.6959 -11.1239  -0.640
C: 1.8665 2.0105 -7.3531  0.427
C: -3.1103 -0.0349 -1.4836  -0.390
C: -1.7528 2.9520 -0.5568  -0.302
C: -1.3697 -1.8811 -4.0952  -0.195
C: -2.9383 2.4780 0.2288  -1.121
H: 3.8445 1.3075 -6.8286  0.414
H: -2.8670 -3.1943 -3.2507  0.449
H: 1.1958 -4.1670 -8.8111  0.363
H: -3.0793 3.1569 1.0802  0.420
H: -3.8871 2.5699 -0.2988  0.382
H: -2.2963 -1.9021 -9.9920  0.231
H: 2.4643 1.7194 2.1693  0.578
H: 0.4976 4.9815 -6.3713  0.396
H: 4.3967 -1.9826 -1.5767  0.266
H: 3.2564 -3.3387 -1.2707  0.259
H: 0.0591 -1.8571 2.2617  0.551
H: -3.2147 -0.9955 -2.0046  0.430
H: -0.6507 3.3962 -2.2656  0.431
H: 0.8496 0.3260 5.9101  0.610
H: -1.2486 -5.4999 -12.1244  0.365
H: -3.8884 0.7375 -3.2542  0.421
H: 0.7049 -5.8216 -10.6070  0.363
H: 3.9431 1.6198 -13.4753  0.353
H: -2.4854 -1.0220 0.2579  0.378
H: 2.7418 5.1763 -5.2970  0.388
H: -3.6154 0.8983 1.4972  0.392
H: -3.4961 -4.2001 -5.4333  0.370
H: -0.0688 2.9355 -7.6369  0.332
H: 4.4283 3.3434 -5.5183  0.427
H: -2.7821 -3.5704 -11.7556  0.377
H: -2.4921 2.5589 -3.6989  0.368
H: -2.0415 -0.2672 -8.7014  0.684
H: -1.0527 3.4760 0.1058  0.353
H: -1.8447 1.0500 1.3794  0.124
H: -4.1125 1.8523 -1.9432  0.387
H: -1.4270 1.2088 -3.3259  0.057
H: 2.5206 -0.3948 -13.1346  0.389
H: -1.1635 -1.3821 -3.1439  0.290
H: 0.1526 -0.8205 -5.2105  0.343
H: 4.3928 3.1266 -11.5406  0.379
H: 1.5635 -0.9065 -10.9026  0.317
H: 3.4034 2.6580 -9.3196  0.262
H: 3.6859 -2.8821 -2.9367  0.305
H: -0.3658 1.7143 -9.3919  0.775
H: -2.2930 -3.5257 -7.4945  0.326

The following is a quantum chemistry calculation of C16H18ClN5O3PtS2 as an isolated structure, from OMol25.

Values from the calculation:
- Total charge: 0
- ΔE to the lowest compared entry with this formula, charge and spin: 0.0 kcal/mol
- Kohn-Sham gap: 8.3 eV
- Electronic energy: -67917.4693 eV

Last column: natural (NBO) charge in e.
Element x y z (Å)
Pt: -0.3709 1.1516 -0.5106  0.840
Cl: 3.9412 -3.0967 1.6414  -0.016
S: 1.8172 -0.8681 -2.4844  -0.198
S: -0.0166 3.0722 -1.7500  -0.156
O: -1.8001 1.4787 1.7882  -0.657
O: -1.0514 -0.8981 3.8040  -0.526
O: -0.9910 -0.3473 0.7842  -0.745
N: 2.5954 2.5547 -2.2336  -0.560
N: 1.3561 2.5721 -4.0221  -0.565
N: -2.9027 -0.0310 -1.3414  -0.308
N: 1.6885 0.7474 -0.1870  -0.649
N: -2.3307 1.1657 -1.1624  -0.277
C: 1.4164 -3.3046 2.5797  -0.230
C: 1.1616 -0.5828 2.9946  -0.241
C: 0.2183 -2.8104 3.0840  -0.068
C: -4.5475 1.4073 -1.3025  -0.337
C: 3.5112 2.0539 -3.2603  -0.235
C: -2.0914 -0.6522 2.8616  -0.154
C: 2.3481 -1.0816 2.4860  -0.227
C: 1.6632 0.0514 -1.1639  0.096
C: 0.1097 -1.4363 3.2802  0.351
C: 2.4595 -2.4451 2.2822  -0.025
C: 2.6387 2.0899 -4.5353  -0.229
C: -3.3170 2.0474 -1.1129  0.015
C: -1.6222 0.2716 1.7398  0.736
C: -4.2372 0.0734 -1.4372  -0.018
C: 1.3679 2.7122 -2.7011  0.377
C: -0.9252 -3.7356 3.3953  -0.633
H: 0.4863 2.5258 -4.5227  0.429
H: -1.5757 -3.8611 2.5263  0.215
H: 1.5378 -4.3684 2.4188  0.220
H: -5.5240 1.8557 -1.3325  0.242
H: -1.5298 -3.3439 4.2122  0.229
H: -4.8549 -0.7925 -1.6014  0.232
H: -0.5567 -4.7224 3.6742  0.218
H: 2.5200 1.0953 -4.9627  0.223
H: 1.0283 0.4804 3.1484  0.233
H: 3.1646 -0.4214 2.2325  0.231
H: 3.8225 1.0385 -3.0186  0.236
H: -2.3181 -0.8520 -1.3203  0.445
H: -3.0961 3.0890 -0.9561  0.236
H: -2.4625 -1.5907 2.4388  0.172
H: 3.0338 2.7680 -5.2898  0.206
H: -2.8785 -0.1537 3.4209  0.208
H: 4.3847 2.6982 -3.3389  0.208
H: 2.7290 2.3955 -1.2457  0.455